Formula: C29H80CoN10O15
Source: the OMol25 dataset
Level of theory: the ωB97M-V functional and the def2-TZVPD basis

- 2S+1: 4
- Total energy: -4211.6447 a.u.
- Frontier orbital gap (spin up / spin down): 8.04 / 7.85 eV

The geometry in XYZ format:
```
135
Properties=species:S:1:pos:R:3:forces:R:3
Co -13.5801 -0.7468 -22.5728 -0.852 2.258 -0.205
O -14.5108 0.5123 -24.0401 0.906 -1.643 0.717
C -14.7457 1.7734 -23.4952 0.358 -1.036 0.877
C -14.0805 1.9590 -22.0624 0.982 1.916 -0.415
O -13.6438 0.9513 -21.2456 -0.557 -3.738 -0.281
H -15.8311 1.8660 -23.4561 -0.273 0.666 0.319
H -14.3384 2.5273 -24.1688 -0.022 0.493 0.166
H -14.6606 2.6355 -21.4348 -0.715 0.411 -0.887
H -13.1245 2.4764 -22.1437 -0.099 1.191 -1.418
C -12.5197 5.5527 -21.9613 0.905 -0.501 0.160
O -13.3723 6.3608 -21.2368 -0.884 0.422 -0.024
C -14.7445 6.0682 -21.4000 0.017 0.810 -0.026
C -15.4879 6.9728 -20.4288 -0.868 -0.706 1.434
N -15.6550 6.1893 -19.1430 -2.225 0.762 -0.617
C -16.4469 6.9944 -18.0837 2.812 -0.808 -0.308
C -16.2510 6.3735 -16.6762 -0.179 1.223 -1.396
O -17.2279 7.0508 -15.9260 -0.875 -0.020 -0.229
C -17.3857 6.5482 -14.6333 0.304 0.710 0.467
H -12.5559 5.6257 -23.0482 -0.316 0.524 -0.258
H -12.7062 4.4998 -21.7496 0.173 -0.219 0.268
H -11.5358 5.8681 -21.6142 0.222 -0.429 -0.255
H -14.9642 5.0198 -21.1981 0.106 -0.219 0.451
H -15.0824 6.1867 -22.4295 0.172 0.491 -0.360
H -16.4360 7.3386 -20.8230 -0.226 -0.415 0.035
H -14.9639 7.8659 -20.0883 0.566 0.232 -0.919
H -14.6711 6.1081 -18.9298 0.044 -0.164 1.219
H -17.5153 7.1671 -18.2130 0.076 -0.706 -0.777
H -15.9752 7.9768 -18.1057 -0.193 0.416 0.369
H -15.2641 6.6463 -16.3025 0.301 -0.242 0.137
H -16.3483 5.2891 -16.7279 -0.278 -0.174 0.270
H -16.4900 6.8564 -14.0940 0.452 -0.989 0.434
H -17.6392 5.4888 -14.6740 0.369 -0.129 0.421
H -18.1456 7.0927 -14.0728 -0.501 0.010 -0.559
C -12.5561 -2.4127 -25.1316 0.604 0.189 -0.215
O -13.4694 -2.2611 -24.0017 1.759 -0.022 -0.443
C -14.5627 -3.1330 -24.0835 -2.162 0.182 0.036
C -15.4071 -3.1368 -22.7766 1.515 0.036 -0.344
N -15.4649 -1.7751 -22.1918 1.704 -1.465 -0.842
C -16.2657 -1.7770 -21.0128 -0.032 1.045 2.132
C -15.7610 -2.4093 -19.6956 0.060 -0.635 -0.603
O -14.5481 -1.9178 -19.2393 2.057 0.995 0.658
C -13.9635 -2.5734 -18.0692 -2.125 -0.875 -0.944
H -13.0649 -2.5301 -26.0883 -0.443 0.108 0.253
H -11.8524 -3.2403 -25.0416 -0.480 -0.566 0.580
H -11.8697 -1.5735 -25.2445 -0.646 0.538 0.426
H -14.2336 -4.1224 -24.4009 -0.114 -0.100 0.223
H -15.2837 -2.7329 -24.7964 0.293 -0.024 -0.706
H -14.9018 -3.8369 -22.1113 -0.437 0.084 0.478
H -16.4380 -3.4110 -23.0003 0.126 -0.567 -0.116
H -16.0238 -1.2813 -22.8729 -0.185 0.479 -0.322
H -17.2312 -2.2457 -21.2034 -0.250 -0.059 -0.055
H -16.4249 -0.7228 -20.7864 -0.234 0.082 0.090
H -15.6272 -3.4813 -19.8401 -0.436 -0.451 0.096
H -16.5401 -2.1986 -18.9630 -0.291 -0.272 0.138
H -14.7430 -2.7358 -17.3248 -0.132 0.919 0.544
H -13.0898 -2.0658 -17.6605 -0.235 0.083 -0.478
H -13.8254 -3.6310 -18.2941 0.997 -0.091 -0.497
C -17.7984 3.9411 -21.6103 -0.106 0.287 0.645
O -18.6227 2.8060 -21.7046 -0.570 -1.008 -0.190
C -18.0361 1.5820 -21.2700 0.358 -0.499 0.762
C -19.0743 0.4218 -21.2028 1.493 1.463 -0.979
N -19.3245 0.0094 -22.5808 -0.634 0.015 0.110
C -20.3340 -1.0382 -22.7274 -0.150 0.049 -0.863
C -20.9263 -1.0460 -24.1460 -0.676 -0.232 1.048
O -21.6816 0.1424 -24.2313 -0.047 -0.092 -0.565
C -22.6457 0.0727 -25.2623 -0.271 1.116 0.170
H -17.2024 4.1393 -22.5011 0.245 -0.348 -0.124
H -17.1860 3.8730 -20.7112 0.325 0.021 -0.110
H -18.4264 4.8188 -21.4577 -0.244 -0.087 -0.104
H -17.6346 1.6709 -20.2605 0.031 0.422 0.340
H -17.1731 1.3225 -21.8832 0.027 -0.132 -0.411
H -19.8708 0.9290 -20.6583 -0.790 -0.652 -0.059
H -18.6802 -0.4492 -20.6793 -0.019 0.326 0.381
H -19.6415 0.8490 -23.0442 -0.331 0.107 -0.384
H -21.1835 -0.8772 -22.0636 -0.121 -0.002 0.185
H -19.9153 -2.0190 -22.5021 0.233 -0.040 0.067
H -21.6497 -1.8569 -24.2304 0.072 -0.507 0.211
H -20.2354 -1.1959 -24.9757 0.454 0.389 0.020
H -22.1847 0.0208 -26.2486 0.039 -0.071 -0.108
H -23.2184 0.9955 -25.1697 0.111 0.120 -0.284
H -23.3925 -0.7136 -25.1527 0.279 -0.520 0.233
C -19.4801 4.3651 -31.8367 1.340 -0.478 -0.269
O -18.1056 4.6902 -31.4798 -2.383 0.017 0.460
C -17.1795 3.8948 -32.1372 0.917 0.458 -0.596
C -15.8235 4.3805 -31.6742 -0.302 -0.241 -0.160
N -15.4902 3.9116 -30.3615 -0.149 -0.579 0.111
C -14.3325 4.5532 -29.8113 0.478 -1.682 2.448
C -14.1705 4.0708 -28.3120 -0.521 0.683 -0.709
O -15.0247 4.8635 -27.5215 -1.939 0.068 0.450
C -15.3345 4.4459 -26.1768 1.674 0.795 -0.384
H -19.5404 3.2856 -31.9749 -0.177 -0.237 0.274
H -19.7165 4.7689 -32.8212 -0.114 0.435 0.045
H -20.1951 4.6711 -31.0730 0.366 0.245 -0.035
H -17.1989 4.0424 -33.2170 -0.305 0.250 -0.388
H -17.3273 2.8222 -32.0116 -0.034 -0.204 0.532
H -15.8445 5.4696 -31.6337 -0.070 0.363 -0.638
H -15.1127 4.0480 -32.4308 0.441 0.021 0.204
H -16.2884 4.0049 -29.7498 -0.094 0.230 0.094
H -14.3497 5.6420 -29.7625 0.125 0.257 -0.451
H -13.4650 4.1113 -30.3014 0.245 0.620 -0.374
H -13.1568 4.2428 -27.9503 0.384 -0.340 -0.138
H -14.4857 3.0289 -28.2557 0.323 -0.269 0.001
H -15.5335 3.3931 -25.9761 -0.163 -0.200 -0.666
H -16.1212 5.0627 -25.7425 -0.161 -0.003 -0.525
H -14.4220 4.7110 -25.6427 0.101 -0.237 0.707
C -15.2914 2.1056 -18.2159 -4.151 -0.963 6.085
O -16.0321 2.2576 -17.2017 1.153 -0.278 -0.629
N -14.6369 1.0336 -18.5090 2.200 -3.592 -0.278
N -15.2325 2.9766 -19.1230 0.452 4.514 -4.485
H -14.2572 1.0315 -19.4449 0.316 -0.958 -0.157
H -14.6908 0.1778 -17.9753 -0.130 0.478 -0.174
H -14.8233 2.6758 -19.9960 -0.169 0.755 0.347
H -15.7634 3.8338 -19.0660 0.180 0.121 0.015
C -13.7696 -0.2296 -27.5868 -0.323 -1.194 -4.890
O -13.5338 -0.5503 -28.7562 0.266 -0.274 -0.018
N -13.0584 0.5617 -26.9010 4.490 3.834 2.736
N -14.8664 -0.5312 -26.9884 -4.759 -2.877 1.722
H -12.4707 1.1873 -27.4331 0.185 -0.182 0.452
H -13.3413 0.7719 -25.9544 0.093 0.383 0.109
H -15.0008 -0.4148 -25.9942 0.008 0.303 0.064
H -15.4281 -1.2257 -27.4600 -0.050 0.120 0.213
C -10.4111 1.4778 -19.8779 6.701 -0.877 -0.205
O -9.1760 1.5187 -19.7650 0.079 0.831 0.459
N -11.0579 0.4422 -19.5558 -3.541 -5.949 2.884
N -11.1000 2.2352 -20.6176 -2.376 5.155 -3.461
H -12.0406 0.4030 -19.7859 0.013 -0.435 0.124
H -10.5673 -0.4088 -19.3212 -0.138 0.456 0.284
H -10.5820 2.9231 -21.1455 -0.551 0.237 0.242
H -12.0670 1.9875 -20.7710 -0.192 0.329 -0.384
O -11.2807 -0.1330 -22.9272 -0.686 -0.541 -0.252
H -10.5585 -0.7586 -22.9846 0.234 -0.261 -0.070
H -10.9372 0.5815 -22.3907 -0.058 0.559 0.507
O -17.2782 -0.9488 -24.2746 0.696 -0.889 -0.575
H -18.0344 -0.5494 -23.8447 -0.873 0.423 0.806
H -16.5998 -0.2743 -24.2426 0.627 0.665 -0.354
```
Positions in Å, forces in eV/Å.